No. 1
{"formula": "C5H7NO", "method": "ωB97M-V/def2-TZVPD", "charge": 0, "gap_ev": 10.069, "e_tot_ha": -324.56180, "lumo_ev": 1.04, "elements": ["C", "N", "C", "O", "C", "C", "C", "H", "H", "H", "H", "H", "H", "H"], "xyz": [[2.519, 0.051, 0.691], [1.328, 0.847, 0.475], [0.288, 0.308, 0.060], [-0.009, -1.022, -0.323], [-1.266, -0.548, -0.866], [-2.140, -0.023, 0.394], [-1.068, 0.774, -0.311], [3.368, 0.563, 0.230], [2.711, -0.001, 1.768], [2.452, -0.968, 0.292], [-1.623, -0.959, -1.790], [-2.025, -1.088, 0.536], [-3.135, 0.332, 0.144], [-1.345, 1.666, -0.849]]}

No. 2
{"formula": "C5H7NO", "method": "ωB97M-V/def2-TZVPD", "charge": 0, "gap_ev": 9.705, "e_tot_ha": -324.47351, "lumo_ev": 0.75, "elements": ["C", "N", "C", "O", "C", "C", "C", "H", "H", "H", "H", "H", "H", "H"], "xyz": [[-2.138, -0.253, -0.914], [-0.701, -0.502, -0.953], [-0.070, -0.571, 0.233], [-0.360, 0.382, 1.161], [0.803, 0.904, 0.373], [1.968, 0.412, 1.157], [1.361, -0.604, 0.217], [-2.425, 0.215, -1.859], [-2.687, -1.198, -0.836], [-2.445, 0.402, -0.087], [0.031, 0.726, -0.870], [1.857, 0.291, 2.233], [2.946, 0.747, 0.824], [1.859, -0.952, -0.680]]}

No. 3
{"formula": "C5H7NO", "method": "ωB97M-V/def2-TZVPD", "charge": 0, "gap_ev": 10.962, "e_tot_ha": -324.65646, "lumo_ev": 1.02, "elements": ["N", "C", "O", "C", "C", "C", "C", "H", "H", "H", "H", "H", "H", "H"], "xyz": [[-1.962, -0.440, 1.579], [-1.339, -0.085, 0.550], [-1.154, 1.155, -0.029], [-0.167, 0.613, -0.952], [1.249, 0.690, -0.363], [1.059, -0.715, 0.271], [-0.363, -0.792, -0.353], [-2.333, 0.346, 2.110], [-0.364, 0.906, -1.984], [1.375, 1.516, 0.341], [2.033, 0.741, -1.123], [1.079, -0.752, 1.364], [1.744, -1.474, -0.114], [-0.671, -1.683, -0.900]]}

No. 4
{"formula": "C5H7NO", "method": "ωB97M-V/def2-TZVPD", "charge": 0, "gap_ev": 10.400, "e_tot_ha": -324.65075, "lumo_ev": 0.96, "smiles": "C[C@]12N[C@H]1CC2=O", "elements": ["C", "C", "N", "C", "C", "C", "O", "H", "H", "H", "H", "H", "H", "H"], "xyz": [[1.589, 0.793, 0.664], [0.207, 0.337, 0.316], [-0.841, 0.038, 1.292], [-0.442, -1.017, 0.387], [-1.054, -0.879, -1.007], [-0.472, 0.550, -1.019], [-0.456, 1.443, -1.822], [2.194, 0.766, -0.249], [2.044, 0.126, 1.401], [1.608, 1.816, 1.050], [-1.743, 0.455, 1.068], [-0.024, -1.918, 0.822], [-2.123, -1.049, -1.158], [-0.485, -1.460, -1.744]]}

No. 5
{"formula": "C5H7NO", "method": "ωB97M-V/def2-TZVPD", "charge": 0, "gap_ev": 10.864, "e_tot_ha": -324.70588, "lumo_ev": 0.57, "smiles": "CC(=O)[C@@H](C)C#N", "elements": ["C", "C", "O", "C", "C", "C", "N", "H", "H", "H", "H", "H", "H", "H"], "xyz": [[-0.640, -1.913, -0.236], [-0.758, -0.419, -0.399], [-1.785, 0.103, -0.766], [0.484, 0.480, -0.186], [0.073, 1.910, 0.181], [1.451, -0.065, 0.775], [2.226, -0.472, 1.532], [-0.154, -2.330, -1.126], [-1.650, -2.321, -0.165], [-0.042, -2.198, 0.634], [0.994, 0.494, -1.161], [-0.409, 1.934, 1.163], [0.947, 2.566, 0.206], [-0.641, 2.273, -0.559]]}

No. 6
{"formula": "C5H7NO", "method": "ωB97M-V/def2-TZVPD", "charge": 0, "gap_ev": 9.364, "e_tot_ha": -324.53280, "lumo_ev": 0.48, "smiles": "O=C[C@H]1[C@H]2CCN21", "elements": ["O", "C", "C", "C", "C", "C", "N", "H", "H", "H", "H", "H", "H", "H"], "xyz": [[1.365, 0.702, 1.916], [1.411, 1.259, 0.861], [0.461, 0.885, -0.681], [0.093, -0.485, -1.074], [-0.225, -1.317, 0.158], [-1.261, -0.220, 0.486], [-0.958, 0.535, -0.770], [1.684, 1.959, 0.121], [0.706, 1.527, -1.569], [0.225, -0.878, -2.080], [0.590, -1.483, 0.868], [-0.689, -2.272, -0.090], [-1.111, 0.362, 1.401], [-2.292, -0.573, 0.453]]}

No. 7
{"formula": "C5H7NO", "method": "ωB97M-V/def2-TZVPD", "charge": 0, "gap_ev": 11.989, "e_tot_ha": -324.65978, "lumo_ev": 0.85, "smiles": "CC[C@@]1(C#N)CO1", "elements": ["C", "C", "C", "C", "N", "C", "O", "H", "H", "H", "H", "H", "H", "H"], "xyz": [[0.440, 0.078, -1.650], [0.722, 0.699, -0.287], [-0.249, 0.204, 0.763], [-1.654, 0.564, 0.571], [-2.776, 0.701, 0.321], [-0.060, -1.081, 1.448], [0.244, 0.152, 2.088], [0.544, -1.012, -1.603], [1.135, 0.454, -2.406], [-0.580, 0.304, -1.979], [1.727, 0.445, 0.070], [0.671, 1.794, -0.334], [-0.925, -1.585, 1.873], [0.760, -1.718, 1.124]]}

No. 8
{"formula": "C5H7NO", "method": "ωB97M-V/def2-TZVPD", "charge": 0, "gap_ev": 10.237, "e_tot_ha": -324.63942, "lumo_ev": 0.91, "smiles": "O=C1CN2CC[C@@H]12", "elements": ["O", "C", "C", "N", "C", "C", "C", "H", "H", "H", "H", "H", "H", "H"], "xyz": [[1.691, 1.680, -1.231], [1.145, 0.712, -0.783], [1.505, -0.378, 0.234], [0.198, -1.039, -0.016], [-0.870, -0.577, 0.914], [-1.338, 0.519, -0.070], [-0.206, 0.030, -0.997], [2.358, -0.997, -0.064], [1.664, -0.026, 1.262], [-0.492, -0.223, 1.880], [-1.607, -1.364, 1.098], [-1.245, 1.553, 0.271], [-2.340, 0.369, -0.477], [-0.462, -0.259, -2.021]]}

No. 9
{"formula": "C5H7NO", "method": "ωB97M-V/def2-TZVPD", "charge": 0, "gap_ev": 9.699, "e_tot_ha": -324.56915, "lumo_ev": 0.86, "elements": ["C", "C", "C", "C", "C", "H", "H", "H", "H", "H", "H", "H", "N", "O"], "xyz": [[-1.266, -0.246, -0.195], [-0.694, 1.263, -0.144], [0.711, 0.620, -0.202], [0.619, -0.468, 0.984], [-0.131, -1.162, -0.124], [-0.988, 1.753, -1.135], [-1.033, 2.022, 0.726], [1.702, 1.230, -0.204], [-0.236, -0.300, 1.826], [1.754, -0.623, 1.229], [-0.385, -2.260, -0.452], [1.667, -0.829, -1.128], [0.648, -0.514, -1.091], [-2.369, -0.486, -0.090]]}